Record 1
{
  "formula": "C5H15PSi",
  "method": "ωB97M-V/def2-TZVPD",
  "e_homo_ha": [-0.252, -0.292],
  "e_above_lowest_ev": 4.205,
  "multiplicity": 1,
  "orbital_gap_ha": [0.269, 0.294],
  "species": ["C", "C", "C", "C", "C", "Si", "P", "H", "H", "H", "H", "H", "H", "H", "H", "H", "H", "H", "H", "H", "H", "H"],
  "coordinates": [[-1.9560, -2.5279, 0.7826], [-0.5180, 2.7222, -0.1228], [2.5957, -0.3606, -0.4079], [-1.0246, -1.5538, 1.4342], [0.8342, 2.1343, 0.2923], [0.7987, 0.3231, -0.3739], [-0.2106, 0.1796, -2.3072], [-2.4773, -2.0508, -0.0144], [-1.5485, -3.3328, 0.1531], [-2.5820, -2.9650, 1.4826], [-0.6006, 2.5670, -1.1289], [-1.3322, 2.1841, 0.2237], [-0.7221, 3.8709, 0.0817], [3.2324, 0.3703, -0.0478], [2.7492, -1.1287, 0.2862], [2.8359, -0.5944, -1.3824], [-0.0427, -1.8569, 1.6086], [-1.2631, -0.9398, 2.2843], [0.8209, 1.9634, 1.4963], [1.6238, 2.7079, 0.0048], [0.2340, -1.1558, -2.5961], [-1.4471, -0.5562, -1.7492]],
  "forces_ev_per_a": [[1.607, 0.766, -1.676], [1.172, 3.345, 1.558], [-2.574, 0.685, 0.828], [0.774, 0.298, -0.512], [-3.472, -2.824, 3.557], [0.650, -0.336, 1.908], [-2.088, -1.789, -0.458], [-1.331, 0.823, -0.266], [0.884, 0.042, 0.797], [-1.625, -0.735, 1.252], [-0.212, 0.260, -3.037], [-1.556, -1.056, 1.369], [0.649, -2.307, -0.232], [1.314, 1.949, 0.448], [-0.022, -1.708, 0.631], [0.747, -0.874, -2.040], [1.593, -0.850, -0.002], [-0.989, 0.343, -0.107], [0.411, 0.641, -2.708], [2.379, 1.497, -0.734], [0.371, 0.494, 0.022], [1.320, 1.334, -0.597]]
}

---

Record 2
{
  "formula": "C6H12O",
  "method": "ωB97M-V/def2-TZVPD",
  "e_homo_ha": -0.357,
  "e_above_lowest_ev": 1.126,
  "smiles": "C=CC[C@H](C)CO",
  "multiplicity": 1,
  "orbital_gap_ha": 0.393,
  "species": ["C", "C", "C", "C", "C", "C", "O", "H", "H", "H", "H", "H", "H", "H", "H", "H", "H", "H", "H"],
  "coordinates": [[1.2641, 2.2617, 1.3406], [0.4668, 1.2219, 1.4993], [-0.5889, 0.7590, 0.4472], [-0.2353, -0.6256, -0.0469], [1.0891, -0.6575, -0.7949], [-1.4272, -1.0875, -1.0073], [-1.2027, -2.3311, -1.6233], [1.9578, 2.5815, 2.1023], [1.2486, 2.8550, 0.4389], [0.5050, 0.6331, 2.4086], [-1.5645, 0.7503, 0.9397], [-0.6037, 1.4708, -0.3785], [-0.2014, -1.3252, 0.7969], [1.2588, -1.6468, -1.2154], [1.0853, 0.0730, -1.6009], [1.9148, -0.4357, -0.1227], [-2.3543, -1.1231, -0.4156], [-1.5694, -0.3849, -1.8310], [-1.0430, -2.9889, -0.9370]],
  "forces_ev_per_a": [[0.077, 0.119, 0.041], [-1.220, -0.165, -0.955], [1.414, 0.476, 1.567], [-1.344, -0.510, -1.588], [-0.098, -0.254, 0.275], [0.817, 0.215, 1.086], [0.159, -0.458, -0.082], [0.133, -0.084, 0.126], [-0.086, 0.081, -0.158], [0.016, -0.041, 0.079], [-0.068, 0.045, -0.109], [-0.058, 0.034, -0.041], [-0.045, 0.011, -0.002], [0.014, 0.007, -0.124], [0.046, 0.079, -0.129], [0.086, 0.111, -0.006], [0.081, 0.153, -0.055], [0.127, 0.149, 0.157], [-0.050, 0.031, -0.082]]
}

---

Record 3
{
  "formula": "C21H36BBr3F3N6O4",
  "method": "ωB97M-V/def2-TZVPD",
  "e_homo_ha": -0.431,
  "total_charge": 1,
  "multiplicity": 1,
  "orbital_gap_ha": 0.299,
  "species": ["C", "C", "O", "C", "C", "C", "N", "N", "C", "Br", "C", "C", "Br", "C", "N", "C", "C", "C", "F", "C", "F", "F", "B", "O", "N", "C", "C", "N", "Br", "C", "C", "C", "C", "N", "C", "C", "O", "O", "H", "H", "H", "H", "H", "H", "H", "H", "H", "H", "H", "H", "H", "H", "H", "H", "H", "H", "H", "H", "H", "H", "H", "H", "H", "H", "H", "H", "H", "H", "H", "H", "H", "H", "H", "H"],
  "coordinates": [[3.7641, -0.2935, 4.3500], [3.3554, 0.7333, 3.3074], [2.0551, 0.4370, 2.8121], [1.5134, 1.5194, 2.1076], [0.5049, 0.9884, 1.0960], [-0.4068, 0.0586, 1.9450], [-0.8525, 0.6198, 3.2136], [1.0442, 0.0006, 0.1022], [2.4270, 0.0916, -0.3762], [3.3945, -1.4317, 0.4597], [2.6279, 0.0569, -1.9123], [2.3109, 1.3737, -2.6039], [4.5310, -0.2497, -2.3087], [0.0249, -0.0631, -0.8688], [-0.2051, -1.2010, -1.4699], [-1.1695, -1.3584, -2.5887], [-2.6580, -1.4648, -2.1982], [-3.3247, -2.6380, -2.8308], [-2.8902, -3.8379, -2.3469], [-4.2888, -2.6137, -3.7794], [-4.1616, -2.0581, -4.9554], [-5.4594, -3.1797, -3.6356], [0.5343, -2.5056, -1.1080], [1.3533, -2.9823, -2.1079], [0.4166, -3.1251, 0.1538], [-0.9377, -3.0617, 0.7451], [0.7676, -4.5711, 0.0096], [-0.5200, 1.1689, -0.9795], [-1.7253, 1.7760, -2.2437], [-0.2688, 2.0195, 0.2093], [-1.4696, 2.7655, 0.8272], [-2.7334, 2.0794, 1.3214], [-3.4594, 1.0039, 0.5510], [-3.1789, 2.5244, 2.4249], [0.7439, 3.1860, -0.0621], [0.3465, 4.2051, -1.1079], [-0.1617, 5.2420, -0.7868], [0.5677, 3.9049, -2.4047], [4.3037, -1.1229, 3.8985], [4.4711, 0.1841, 5.0267], [2.8850, -0.6319, 4.8902], [3.3493, 1.7249, 3.7708], [4.0863, 0.7383, 2.4910], [2.3495, 2.0423, 1.6289], [1.0495, 2.2477, 2.7804], [0.1409, -0.8593, 2.1378], [-1.2849, -0.2369, 1.3552], [-1.0043, 1.6156, 3.1938], [-1.7031, 0.1908, 3.5435], [2.9527, 0.9597, 0.0041], [2.1178, -0.7723, -2.3864], [1.2492, 1.4786, -2.8171], [2.7076, 2.2360, -2.0780], [2.7959, 1.3634, -3.5772], [-0.9142, -2.2973, -3.0737], [-0.9773, -0.6075, -3.3491], [-3.2255, -0.5943, -2.5176], [-2.8088, -1.6102, -1.1286], [0.9079, -3.4924, -2.7916], [-1.4818, -3.9868, 0.5542], [-1.5413, -2.2494, 0.3514], [-0.9016, -2.9391, 1.8276], [0.1355, -5.0521, -0.7387], [1.8186, -4.7000, -0.2191], [0.5482, -5.0735, 0.9498], [-1.8072, 3.5519, 0.1491], [-1.0723, 3.2858, 1.6957], [-4.1014, 1.4042, -0.2315], [-2.7437, 0.3391, 0.0706], [-4.0413, 0.3894, 1.2346], [-4.0402, 2.0424, 2.6803], [1.7356, 2.8127, -0.3042], [0.8317, 3.7588, 0.8548], [0.8006, 4.7412, -2.8369]],
  "forces_ev_per_a": [[0.270, 0.281, -0.347], [0.172, -0.040, 0.469], [-0.088, 0.000, -0.128], [1.088, 0.134, -0.576], [-0.765, -1.265, 1.268], [-1.124, 0.218, 0.277], [0.579, 0.081, 0.098], [-0.332, 1.114, -0.633], [0.365, -1.268, -0.226], [-0.105, 0.086, 0.085], [0.700, 0.348, 0.181], [-0.206, -0.355, -0.533], [-0.116, 0.000, 0.020], [1.049, 0.192, 0.494], [-0.549, 0.485, -0.266], [0.288, -0.215, 0.036], [0.403, -0.297, -1.375], [0.457, 0.216, -0.656], [-1.065, -0.009, 1.013], [0.229, -0.528, 0.888], [-0.538, 1.376, 0.270], [0.225, -1.147, -0.708], [0.912, 0.399, 0.461], [-0.397, 0.089, -0.042], [-1.736, -0.956, -1.753], [0.054, 0.167, 0.758], [0.225, 0.101, 0.871], [-0.918, -0.173, -0.149], [0.002, -0.042, 0.036], [1.420, 0.951, 0.596], [-0.542, -0.791, -0.063], [-0.382, 0.041, 0.476], [0.531, -0.231, -0.125], [0.192, -0.120, -0.213], [0.073, -0.420, -0.881], [-0.714, 0.407, 0.418], [0.110, 0.329, 0.027], [1.005, -0.236, 0.165], [-0.281, -0.229, -0.030], [-0.094, -0.051, 0.208], [0.054, -0.090, 0.137], [-0.087, 0.083, -0.060], [-0.095, 0.122, -0.149], [-0.156, 0.180, -0.176], [-0.218, -0.029, -0.008], [0.284, 0.089, -0.030], [0.157, -0.015, -0.344], [-0.203, 0.022, -0.024], [-0.027, -0.054, -0.011], [-0.204, 0.117, 0.180], [0.042, -0.131, 0.095], [-0.092, 0.235, 0.285], [-0.088, 0.032, 0.134], [-0.021, 0.016, -0.057], [0.142, -0.069, 0.098], [-0.153, 0.160, 0.054], [0.144, 0.232, 0.230], [0.062, 0.133, 0.075], [0.296, -0.130, -0.091], [0.006, -0.031, -0.144], [0.139, 0.131, -0.019], [0.139, -0.013, 0.043], [0.112, -0.006, -0.162], [0.042, 0.039, -0.109], [0.177, 0.047, 0.118], [0.184, 0.021, -0.164], [-0.033, 0.116, 0.013], [-0.071, 0.124, 0.043], [-0.066, -0.039, -0.146], [-0.181, 0.104, 0.020], [-0.092, 0.139, 0.048], [-0.057, -0.184, -0.132], [-0.038, -0.006, 0.079], [-0.498, 0.011, -0.239]]
}

---

Record 4
{
  "formula": "C4H11NS2",
  "method": "ωB97M-V/def2-TZVPD",
  "e_homo_ha": [-0.139, -0.096],
  "e_above_lowest_ev": 0.469,
  "total_charge": -1,
  "multiplicity": 2,
  "orbital_gap_ha": [0.273, 0.154],
  "species": ["N", "C", "C", "C", "S", "S", "C", "H", "H", "H", "H", "H", "H", "H", "H", "H", "H", "H"],
  "coordinates": [[-0.9129, 0.9821, 2.2037], [-1.1656, 0.3632, 0.9481], [-1.4141, 1.3667, -0.2278], [0.0696, -0.5348, 0.4994], [1.1071, -1.1616, 1.7993], [0.9048, -0.2541, -2.6122], [2.0115, -1.4805, -1.8461], [-1.3092, 1.8487, 2.5265], [0.0039, 0.8006, 2.5746], [-2.0689, -0.2661, 1.0271], [-0.7082, 2.1915, -0.1342], [-1.1490, 0.7703, -1.1114], [-2.4478, 1.6662, -0.3630], [-0.4130, -1.2973, -0.1126], [0.7531, 0.0953, -0.0991], [1.4865, -2.1572, -1.1723], [2.7536, -1.0142, -1.1843], [2.4986, -1.9188, -2.7156]],
  "forces_ev_per_a": [[0.186, 0.187, 1.115], [0.095, 0.739, -0.992], [0.459, -1.475, 0.209], [-1.136, 0.425, 1.024], [0.155, -0.417, -0.027], [0.156, -0.085, 0.422], [-0.095, 0.889, 0.189], [-0.178, -0.019, -0.663], [0.205, -0.137, 0.057], [0.312, -0.200, -0.118], [-0.186, 0.142, -0.116], [-0.067, 0.454, -0.196], [-0.170, 0.380, 0.320], [0.487, -0.095, -0.198], [-0.297, 0.037, -0.505], [-0.121, -0.384, -0.486], [0.035, 0.127, -0.379], [0.160, -0.568, 0.344]]
}

---

Record 5
{
  "formula": "C26H40N2O5SiY",
  "method": "ωB97M-V/def2-TZVPD",
  "e_homo_ha": -0.398,
  "total_charge": 1,
  "multiplicity": 1,
  "orbital_gap_ha": 0.277,
  "species": ["Y", "O", "C", "O", "C", "O", "C", "C", "O", "O", "H", "H", "H", "H", "H", "C", "C", "C", "C", "C", "C", "C", "N", "C", "C", "C", "C", "C", "C", "C", "N", "C", "C", "C", "C", "H", "H", "H", "H", "H", "H", "H", "H", "H", "H", "H", "H", "H", "H", "H", "H", "H", "H", "H", "H", "H", "H", "H", "H", "C", "Si", "C", "C", "C", "H", "H", "H", "H", "H", "H", "H", "H", "H", "H", "H"],
  "coordinates": [[0.6207, 2.3149, -0.1789], [-0.4638, 6.8877, 0.4095], [-0.6409, 5.6203, 0.1282], [0.1357, 4.9506, -0.5234], [-1.9501, 5.0678, 0.6366], [-1.9010, 3.6573, 0.6750], [-1.9199, 3.1063, 2.0062], [-0.4965, 3.0732, 2.5954], [-0.2278, 3.7298, 3.5710], [0.3216, 2.3052, 1.9246], [0.3652, 7.2193, 0.0344], [-2.7233, 5.3634, -0.0773], [-2.1894, 5.5054, 1.6058], [-2.2963, 2.0876, 1.9049], [-2.5794, 3.6811, 2.6533], [-5.8947, -1.5907, -1.5526], [-4.9780, -1.7468, -0.3312], [-5.6950, -1.2416, 0.9339], [-4.6520, -3.2308, -0.1463], [-3.7324, -0.9011, -0.5196], [-3.8206, 0.4524, -0.8410], [-2.6706, 1.2036, -0.9540], [-1.4387, 0.7139, -0.7748], [-1.3290, -0.5939, -0.4968], [-2.4473, -1.4063, -0.3559], [0.0433, -1.1413, -0.3354], [0.2976, -2.5022, -0.3567], [1.5909, -3.0025, -0.2012], [2.5963, -2.0618, -0.0123], [2.2763, -0.7181, -0.0229], [1.0388, -0.2507, -0.1877], [1.8441, -4.5004, -0.2229], [1.2326, -5.1076, -1.4955], [3.3392, -4.8238, -0.1974], [1.1797, -5.1134, 1.0215], [-6.7663, -2.2361, -1.4426], [-5.3742, -1.8753, -2.4687], [-6.2537, -0.5675, -1.6644], [-6.6042, -1.8210, 1.0987], [-5.9731, -0.1906, 0.8439], [-5.0541, -1.3582, 1.8096], [-5.5818, -3.7869, -0.0318], [-4.0589, -3.4038, 0.7538], [-4.1221, -3.6394, -1.0094], [-4.7747, 0.9368, -0.9954], [-2.7380, 2.2570, -1.1914], [-2.3121, -2.4442, -0.1003], [-0.5114, -3.1983, -0.5145], [3.6266, -2.3523, 0.1272], [3.0497, 0.0266, 0.0995], [1.6520, -4.6378, -2.3870], [0.1487, -4.9951, -1.5258], [1.4548, -6.1740, -1.5351], [3.8580, -4.3739, -1.0460], [3.4741, -5.9033, -0.2561], [3.8083, -4.4838, 0.7273], [0.0972, -4.9746, 1.0089], [1.5712, -4.6593, 1.9334], [1.3859, -6.1837, 1.0569], [4.5645, 1.4358, -1.7104], [4.3872, 2.6270, -0.2401], [4.5910, 1.9089, 1.5099], [5.7584, 3.9169, -0.4149], [2.6818, 3.4273, -0.3270], [5.6164, 1.2157, -1.9039], [4.1675, 1.9237, -2.6038], [4.0443, 0.4815, -1.5989], [5.6313, 1.9984, 1.8282], [4.3082, 0.8645, 1.6461], [3.9829, 2.5006, 2.1975], [6.7460, 3.4489, -0.3860], [5.7093, 4.6370, 0.4046], [5.6788, 4.4673, -1.3544], [2.6725, 4.0882, -1.2053], [2.6228, 4.0900, 0.5511]],
  "forces_ev_per_a": [[-0.455, 0.118, 0.729], [-0.227, 0.206, 0.113], [-0.080, -0.261, -0.134], [0.153, -0.593, 0.043], [0.052, 0.039, 0.051], [0.220, -0.234, 0.017], [0.115, -0.165, 0.169], [-0.448, 0.299, 0.402], [0.057, -0.102, -0.101], [0.128, 0.032, -0.820], [0.139, -0.069, -0.105], [-0.005, 0.102, 0.010], [0.011, -0.030, 0.021], [-0.023, 0.018, -0.012], [-0.013, 0.035, -0.035], [0.038, 0.027, 0.009], [-0.110, -0.062, 0.083], [0.014, -0.033, -0.068], [0.012, 0.093, 0.005], [0.183, 0.019, -0.015], [0.001, 0.032, -0.008], [-0.079, 0.051, -0.057], [0.341, 0.229, -0.049], [-0.165, 0.035, 0.001], [0.023, -0.015, -0.010], [0.152, -0.121, -0.026], [-0.053, 0.023, -0.004], [0.060, 0.140, 0.015], [-0.039, -0.087, -0.039], [0.014, 0.101, 0.071], [-0.048, 0.687, -0.051], [-0.004, -0.104, 0.020], [0.044, 0.078, 0.029], [-0.077, 0.052, 0.011], [0.025, 0.038, -0.036], [-0.005, 0.007, 0.013], [-0.022, -0.003, -0.009], [-0.003, -0.010, -0.019], [-0.003, 0.011, -0.008], [-0.005, -0.006, 0.013], [-0.021, 0.029, 0.017], [-0.002, -0.013, -0.012], [0.009, -0.029, -0.017], [0.002, -0.011, 0.013], [0.000, -0.019, -0.003], [0.005, -0.001, 0.023], [-0.008, 0.000, 0.014], [-0.042, 0.026, -0.006], [-0.001, 0.026, -0.011], [0.003, -0.027, 0.093], [-0.009, -0.034, -0.013], [-0.012, -0.007, -0.010], [-0.007, -0.002, 0.008], [0.031, -0.020, 0.016], [0.006, -0.002, 0.001], [0.030, -0.003, -0.016], [0.002, -0.011, 0.003], [-0.002, -0.025, 0.006], [-0.028, -0.003, -0.001], [0.119, -0.019, 0.322], [-0.242, 0.632, 0.044], [0.066, -0.110, -0.364], [-0.141, -0.241, -0.030], [0.513, -0.720, -0.168], [-0.010, -0.040, -0.003], [0.004, 0.047, 0.002], [0.063, 0.076, -0.089], [0.003, -0.020, -0.001], [-0.041, -0.044, -0.002], [0.004, 0.016, -0.001], [-0.008, 0.007, 0.005], [-0.017, 0.011, -0.004], [-0.017, 0.007, -0.002], [-0.047, -0.037, -0.050], [-0.125, -0.015, 0.015]]
}

---

Number 1: total energy -830.16967 Eh. Number 2: total energy -311.01789 Eh. Number 3: total energy -9497.48091 Eh. Number 4: total energy -1010.10212 Eh. Number 5: total energy -1828.23957 Eh.